Entry 1:
This record from the Open Molecules 2025 dataset describes 3 unconnected molecules or ions with the total composition C5H16NO4 in a non-equilibrium geometry. The level of theory is the ωB97M-V functional and the def2-TZVPD basis.

```
26
Properties=species:S:1:pos:R:3:mulliken_charge:R:1
C 1.136 1.017 2.375 -0.96
N 1.095 1.019 0.922 -0.35
C 1.372 -0.250 0.254 0.47
C 0.698 0.012 -1.170 -0.14
C 0.889 -0.921 -2.385 -1.34
O -0.737 0.147 -0.925 -0.58
C 0.836 -1.512 0.947 -0.72
O -0.475 -1.595 0.804 -1.01
H 0.471 1.971 2.660 0.30
H 0.406 0.309 2.839 0.34
H 2.137 0.945 2.827 0.26
H 0.180 1.470 0.660 0.31
H 2.429 -0.372 -0.190 0.16
H 0.876 1.132 -1.485 0.32
H 0.642 -0.368 -3.320 0.30
H 2.012 -1.267 -2.405 0.28
H 0.249 -1.716 -2.258 0.36
H -0.962 -0.833 -0.445 0.31
H 0.970 -1.448 2.067 0.35
H 1.214 -2.417 0.487 0.34
H -2.695 -0.241 0.711 0.26
H -1.672 -0.984 1.575 0.49
O -2.561 -0.388 1.626 -0.76
H -0.978 2.557 -1.439 0.32
H -1.690 1.276 -2.108 0.34
O -1.332 2.184 -2.350 -0.66
```

Values from the calculation:
Charge = -1
F_max = 4.11 eV/Å
Lowest unoccupied orbital energy = 3.700 eV
Kohn-Sham gap = 0.285 Eh

=====

Entry 2:
This record from the Open Molecules 2025 dataset describes C3H3NO in the gas phase in a non-equilibrium geometry. The level of theory is the ωB97M-V functional and the def2-TZVPD basis.

```
8
Properties=species:S:1:pos:R:3:mulliken_charge:R:1
C 2.383 -0.144 -0.043 0.06
C 1.171 -0.009 -0.123 -0.27
C -0.127 0.263 -0.163 -0.19
N -1.130 -0.542 -0.148 -0.39
O -2.309 0.087 -0.045 -0.34
H 3.376 -0.372 0.186 0.43
H -0.472 1.363 0.068 0.31
H -2.892 -0.646 0.268 0.39
```

Values from the calculation:
F_max = 7.41 eV/Å
Lowest unoccupied orbital energy = 0.457 eV
SMILES = C#C/C=N/O
Kohn-Sham gap = 0.358 Eh

=====

Entry 3:
This record from the Open Molecules 2025 dataset describes a molecular structure, C32H58AsGeN2S4Sc. The level of theory is the ωB97M-V functional and the def2-TZVPD basis.

```
99
Properties=species:S:1:pos:R:3:mulliken_charge:R:1
Sc -1.972 1.237 1.951 -0.52
C -3.063 1.024 5.535 -1.10
C -2.263 2.313 5.546 -0.80
S -0.880 2.311 4.351 0.16
C -0.638 4.098 4.111 -0.37
C -1.891 4.828 3.643 -1.63
S -2.829 3.681 2.597 0.38
C -3.758 4.625 1.373 -0.66
C -4.910 3.733 0.907 -0.92
S -4.583 1.926 0.957 0.16
C -5.708 1.372 2.291 -1.26
C -5.184 1.511 3.707 -0.84
S -3.688 0.495 3.909 0.30
H -3.935 1.128 6.182 0.65
H -2.490 0.187 5.924 0.47
H -1.835 2.460 6.539 0.61
H -2.904 3.163 5.322 0.31
H 0.158 4.168 3.369 0.05
H -0.262 4.517 5.044 0.60
H -1.632 5.730 3.093 0.81
H -2.532 5.121 4.473 0.58
H -3.104 4.915 0.555 0.21
H -4.148 5.526 1.845 0.63
H -5.174 3.961 -0.124 0.54
H -5.795 3.890 1.520 0.39
H -5.949 0.334 2.065 0.48
H -6.632 1.938 2.170 0.59
H -5.930 1.131 4.407 0.66
H -4.948 2.544 3.956 0.44
C -0.510 -0.904 4.274 -1.45
N -0.689 -0.589 2.832 1.09
C 0.658 -0.295 2.289 -0.93
C -1.207 -1.846 2.225 -1.07
C -1.552 -1.666 0.774 -1.02
N -2.624 -0.650 0.604 1.11
C -3.924 -1.294 0.938 -1.35
C -2.680 -0.333 -0.846 -1.06
H 0.151 -1.768 4.373 0.46
H -1.469 -1.171 4.713 0.45
H -0.058 -0.073 4.807 0.40
H 1.333 -1.137 2.465 0.37
H 1.070 0.585 2.783 0.37
H 0.613 -0.111 1.216 0.26
H -2.087 -2.149 2.793 0.39
H -0.463 -2.639 2.341 0.46
H -1.878 -2.620 0.349 0.43
H -0.684 -1.347 0.195 0.49
H -4.020 -2.227 0.377 0.46
H -4.740 -0.648 0.628 0.37
H -4.005 -1.515 1.999 0.41
H -2.895 -1.241 -1.415 0.45
H -1.721 0.056 -1.166 0.13
H -3.465 0.392 -1.050 0.30
C -0.134 5.424 0.624 -1.19
C -0.403 4.445 -0.507 -0.87
As -0.117 2.564 -0.048 0.77
C 1.712 2.603 0.671 -0.32
C 2.757 3.320 -0.179 -1.47
C 0.091 1.765 -1.841 -0.58
C 0.646 2.674 -2.936 -1.51
H -0.326 6.444 0.294 0.48
H 0.903 5.385 0.958 0.37
H -0.773 5.224 1.481 -0.27
H 0.272 4.639 -1.339 0.57
H -1.414 4.542 -0.904 0.66
H 2.013 1.568 0.831 0.47
H 1.636 3.062 1.661 0.25
H 2.965 2.775 -1.098 0.33
H 3.692 3.383 0.378 0.42
H 2.466 4.336 -0.441 0.34
H -0.890 1.418 -2.155 0.53
H 0.722 0.883 -1.701 0.46
H -0.058 3.463 -3.196 0.36
H 0.802 2.081 -3.837 0.45
H 1.596 3.134 -2.677 0.30
Ge 4.220 -4.631 -4.468 1.05
C 3.190 -6.055 -5.112 0.60
C 1.881 -5.762 -5.526 -0.31
C 1.110 -6.743 -6.120 -0.65
C 1.628 -8.023 -6.281 -0.38
C 2.917 -8.330 -5.855 -0.77
C 3.703 -7.351 -5.279 -0.19
C 6.077 -4.471 -4.345 0.68
C 6.952 -5.532 -4.630 -0.11
C 8.316 -5.323 -4.595 -0.83
C 8.816 -4.061 -4.289 -0.36
C 7.961 -3.001 -4.010 -0.68
C 6.594 -3.203 -4.031 -0.30
H 3.437 -3.372 -4.094 -0.09
H 1.476 -4.764 -5.401 0.27
H 0.109 -6.518 -6.461 0.38
H 1.023 -8.791 -6.745 0.41
H 3.306 -9.330 -5.982 0.41
H 4.704 -7.600 -4.957 0.28
H 6.574 -6.511 -4.889 0.14
H 8.994 -6.137 -4.814 0.41
H 9.887 -3.903 -4.273 0.41
H 8.365 -2.025 -3.783 0.38
H 5.926 -2.376 -3.816 0.26
```

Values from the calculation:
Charge = +4
F_max = 0.46 eV/Å
Lowest unoccupied orbital energy = -10.752 eV
Kohn-Sham gap = 0.222 Eh

=====

Entry 4:
This record from the Open Molecules 2025 dataset describes C6H11N in the gas phase in a non-equilibrium geometry. The level of theory is the ωB97M-V functional and the def2-TZVPD basis.

```
18
Properties=species:S:1:pos:R:3:mulliken_charge:R:1
C -0.050 -2.040 1.704 -1.24
C 0.625 -0.909 0.912 -0.72
C -0.294 0.182 0.297 0.59
C -1.261 -0.390 -0.647 0.07
N -1.959 -0.718 -1.510 -0.51
C 0.487 1.298 -0.473 -0.59
C -0.076 1.807 -1.821 -1.40
H 0.717 -2.739 2.064 0.35
H -0.751 -2.620 1.093 0.34
H -0.590 -1.683 2.589 0.32
H 1.339 -0.403 1.572 0.36
H 1.214 -1.362 0.107 0.33
H -0.871 0.634 1.115 0.30
H 0.587 2.163 0.188 0.31
H 1.500 0.933 -0.673 0.33
H -1.088 2.227 -1.748 0.35
H 0.580 2.603 -2.187 0.40
H -0.108 1.018 -2.583 0.39
```

Values from the calculation:
F_max = 1.10 eV/Å
Lowest unoccupied orbital energy = 0.960 eV
SMILES = CCC(C#N)CC
Kohn-Sham gap = 0.448 Eh

=====

Entry 5:
This record from the Open Molecules 2025 dataset describes C3H4N4 in the gas phase in a non-equilibrium geometry. The level of theory is the ωB97M-V functional and the def2-TZVPD basis.

```
11
Properties=species:S:1:pos:R:3:mulliken_charge:R:1
H 2.248 -0.758 -0.266 0.24
N 1.511 -1.609 -0.109 -0.62
C 0.373 -0.984 -0.100 0.50
N -1.058 -1.491 0.170 -0.45
C -1.757 -0.317 0.012 -0.11
N -0.978 0.952 -0.210 -0.20
C 0.323 0.555 -0.202 0.48
N 1.301 1.300 0.209 -0.69
H 2.128 0.792 0.386 0.20
H -2.832 -0.340 0.163 0.37
H -1.260 1.900 -0.053 0.27
```

Values from the calculation:
F_max = 5.71 eV/Å
Lowest unoccupied orbital energy = -0.490 eV
SMILES = [H]/N=C1/N=CN/C1=N/[H]
Kohn-Sham gap = 0.336 Eh

=====

Entry 6:
This record from the Open Molecules 2025 dataset describes C11H18NOP in the gas phase in a non-equilibrium geometry. The level of theory is the ωB97M-V functional and the def2-TZVPD basis.

```
32
Properties=species:S:1:pos:R:3:mulliken_charge:R:1
C -3.203 1.151 -1.523 -0.83
C -2.788 -0.456 -1.319 -0.36
C -2.158 -0.671 0.179 -0.30
C -1.166 -1.965 0.340 -0.62
O 0.170 -1.811 -0.253 -0.37
P 1.301 -1.114 0.925 0.03
C 3.099 -1.580 0.484 -0.52
C 3.268 -3.110 -0.090 -0.80
C 1.044 0.768 0.753 0.32
C 0.742 1.529 -0.707 -0.18
C 0.500 3.136 -0.618 -0.21
N 0.531 4.078 0.536 -0.47
C 0.784 3.466 1.871 -0.17
C 1.046 1.866 1.997 -0.33
H -2.835 1.831 -0.644 0.25
H -4.378 1.299 -1.603 0.27
H -2.733 1.606 -2.515 0.20
H -3.813 -1.048 -1.450 0.32
H -2.027 -0.793 -2.147 0.23
H -3.084 -0.872 0.905 0.26
H -1.704 0.354 0.514 0.14
H -1.687 -2.877 -0.213 0.29
H -1.105 -2.249 1.478 0.39
H 3.767 -1.478 1.468 0.31
H 3.506 -0.817 -0.336 0.32
H 4.192 -3.121 -0.813 0.28
H 2.263 -3.427 -0.619 0.23
H 3.512 -3.804 0.827 0.26
H 0.675 0.897 -1.713 0.28
H 0.267 3.650 -1.673 0.28
H 0.793 4.123 2.864 0.28
H 1.223 1.438 3.094 0.25
```

Values from the calculation:
F_max = 6.62 eV/Å
Lowest unoccupied orbital energy = -0.439 eV
SMILES = CCCCOP(CC)c1ccncc1
Kohn-Sham gap = 0.292 Eh